[1]
{"formula": "C4H9NO2", "method": "ωB97M-V with the def2-TZVPD basis set", "symbols": ["O", "O", "N", "C", "C", "C", "C", "H", "H", "H", "H", "H", "H", "H", "H", "H"], "xyz": [[0.51745, 0.31660, -2.91986], [-1.61104, 0.22113, 0.58938], [-0.55910, 0.17114, 2.64686], [0.37662, 0.50722, -1.48174], [0.81083, -0.45228, 0.78153], [-0.57393, 0.03106, 1.24873], [0.77655, -0.74925, -0.73373], [1.59625, -1.45433, -0.93048], [1.61263, 0.14315, 1.19433], [1.21222, 1.00826, -3.25375], [-0.16780, -1.37294, -0.94228], [0.28130, -0.25310, 3.03107], [-0.73561, 0.53026, -1.34660], [0.99642, 1.34096, -0.98660], [0.99004, -1.50090, 1.32510], [-1.46334, 0.03832, 3.13627]], "smiles": "NC(=O)CCCO", "homo_ev": -9.7, "de_lowest_kcal_mol": 46.6}

[2]
{"formula": "C2H5Cl2NO3S", "method": "ωB97M-V with the def2-TZVPD basis set", "symbols": ["Cl", "Cl", "S", "O", "O", "O", "N", "C", "C", "H", "H", "H", "H", "H"], "xyz": [[1.47238, 1.95269, 1.06848], [3.05885, 0.88649, -1.24784], [1.28070, -0.95860, 0.29961], [-0.01850, -1.22503, -0.48095], [1.05165, -0.93543, 1.70848], [2.20583, -1.86576, -0.28506], [1.54581, 0.89235, -0.33477], [-1.28350, -0.65323, 0.03673], [-1.53819, 0.76140, -0.38195], [-0.64199, 1.33449, -0.05293], [-1.10219, -0.61541, 1.14619], [-1.66708, 0.83757, -1.39696], [-1.96895, -1.42329, -0.38418], [-2.39483, 1.01175, 0.30515]], "smiles": "CCOS(=O)(=O)N(Cl)Cl", "homo_ev": -10.2, "de_lowest_kcal_mol": 85.1}

[3]
{"formula": "C3H8N3", "method": "ωB97M-V with the def2-TZVPD basis set", "symbols": ["N", "N", "N", "C", "C", "C", "H", "H", "H", "H", "H", "H", "H", "H"], "xyz": [[-1.31188, 0.17002, 0.53375], [2.14892, -1.56820, 0.01713], [-0.30039, -0.82762, 0.87830], [-0.67322, 0.94201, -0.61608], [0.79579, 0.56092, -0.83311], [0.84434, -0.62618, 0.09946], [1.61697, 1.25896, -0.41453], [-1.19827, 0.84945, -1.52014], [-1.62858, 0.64555, 1.45716], [1.01675, 0.41774, -1.91421], [-0.15080, -1.05224, 1.80584], [-2.22987, -0.39955, 0.30067], [-0.80573, 2.01799, -0.48195], [1.87596, -2.38885, 0.68771]], "charge": 1, "homo_ev": [-10.9, -15.3], "de_lowest_kcal_mol": 57.4, "multiplicity": 3, "s_squared": 2.0064}

[4]
{"formula": "BrH2NO2S", "method": "ωB97M-V with the def2-TZVPD basis set", "symbols": ["Br", "S", "O", "O", "N", "H", "H"], "xyz": [[1.39291, 1.45037, -0.46784], [4.30429, -0.31304, -0.11369], [4.32424, -1.05549, -1.34277], [3.64272, -0.93165, 1.02864], [0.10448, 0.14149, -0.07706], [0.38932, -0.45170, 0.65002], [-0.65112, -0.18492, -0.67261]], "homo_ev": -9.3, "de_lowest_kcal_mol": 22.2}

> Which formula does entry 4 have?

BrH2NO2S